Formula: C6H24FO6
Source: the OMol25 dataset
Level of theory: wB97M-V/def2-TZVPD

The LUMO energy is 3.4 eV. Its energy above the lowest of the compared OMol25 structures with the same formula, charge and spin is 0.0 kJ/mol. As for the net charge: -1. The calculation puts the highest occupied orbital energy at -6.32 eV. The HOMO-LUMO gap is 9.761 eV.

Geometry as XYZ:
```
37
C6H24FO6, DFT wB97M-V/def2-TZVPD
F -0.40788 -0.56437 -0.37244
C -2.03631 0.59269 -3.18594
O -2.53401 0.35767 -1.89954
H -2.21359 -0.23911 -3.88574
H -2.56892 1.44925 -3.60759
H -0.95299 0.74081 -3.15486
H -1.84487 -0.02804 -1.32376
C -2.05094 -3.01601 -2.18035
O -1.79697 -3.97189 -1.15315
H -2.21705 -3.53129 -3.13517
H -2.95630 -2.43693 -1.96686
H -1.23513 -2.29976 -2.23988
H -2.55937 -4.55690 -1.16700
C 4.04455 -0.93607 1.03175
O 2.74186 -1.17737 0.57940
H 4.15733 0.01500 1.57336
H 4.35268 -1.75895 1.67685
H 4.78106 -0.85435 0.21788
H 2.54982 -0.55415 -0.13750
C 0.64885 0.07254 3.89604
O -0.12480 -0.53693 2.88844
H 0.30574 1.11310 3.96714
H 0.49538 -0.38119 4.87475
H 1.71175 0.08939 3.64758
H -0.32407 0.13445 2.21390
C 2.13982 1.94628 -0.36883
O 1.66526 0.98976 -1.28615
H 2.40304 1.48933 0.59014
H 3.05359 2.38707 -0.77812
H 1.45096 2.77800 -0.19532
H 0.87112 0.52243 -0.91920
C -2.15555 2.28489 1.00978
O -0.90930 1.65228 1.16805
H -2.97370 1.61759 1.30968
H -2.17057 3.13469 1.69763
H -2.39923 2.63924 0.00335
H -0.94127 0.83686 0.61168
```

***

Formula: C3H3NO3
Source: the OMol25 dataset
Level of theory: wB97M-V/def2-TZVPD

The LUMO energy is 0.7 eV. Its energy above the lowest of the compared OMol25 structures with the same formula, charge and spin is 422.2 kJ/mol. Its SMILES is O=C[C@@H]1OC=NO1. The calculation puts the highest occupied orbital energy at -9.64 eV. The HOMO-LUMO gap is 10.337 eV.

Geometry as XYZ:
```
10
C3H3NO3, DFT wB97M-V/def2-TZVPD
C -1.52341 -0.00072 -0.41263
C -0.22779 -0.25000 0.46617
C 1.63217 0.75126 -0.13939
H -1.33230 0.17764 -1.52058
H -0.26432 -0.68780 1.51505
H 2.12784 1.71222 -0.16116
N 1.95168 -0.47700 -0.16787
O -2.65293 0.01801 0.04499
O 0.25422 0.99911 0.23720
O 0.71386 -1.12541 -0.05009
```

***

Formula: C17H37BF2N3O5P2S
Source: the OMol25 dataset
Level of theory: wB97M-V/def2-TZVPD

The LUMO energy is 2.4 eV. As for the net charge: -1. The calculation puts the highest occupied orbital energy at -3.24 eV. The HOMO-LUMO gap is 5.670 eV.

Geometry as XYZ:
```
68
C17H37BF2N3O5P2S, DFT wB97M-V/def2-TZVPD
C 2.40624 -3.74170 1.58741
C 1.29947 -3.43609 2.60942
C 1.31082 -2.01646 3.14864
F 2.58021 -1.89475 3.79610
B 1.03716 -0.78257 2.10018
P 2.34094 0.74111 2.67302
N 3.01359 1.34830 1.11276
O 1.32744 2.00328 3.09484
O 1.30832 -1.02798 0.64301
C 0.09576 -1.15824 0.03397
F 0.22654 -0.74082 -1.31712
N -0.37654 -2.48543 0.16674
C -1.21924 -3.12431 -0.52537
C -1.43926 -3.01895 -2.01890
C -2.03170 -4.19674 0.15763
C -0.78119 -0.11966 0.82352
C -0.31872 1.27494 0.39613
N -0.93455 2.35927 1.16884
P -2.60208 -0.42090 0.46886
C -3.62992 0.24227 1.84297
C -5.11203 0.09963 1.46848
C -3.07306 0.51460 -1.05153
C -3.96602 -0.30724 -2.00669
O -0.43605 -0.41751 2.14351
H 3.12910 -4.46215 1.97418
H 2.92600 -2.83953 1.27119
H 1.97679 -4.17528 0.67964
H 0.31262 -3.66683 2.21287
H 1.43692 -4.10392 3.47106
H 0.55519 -1.93534 3.93984
H 2.98417 2.36499 1.18346
H 4.00172 1.11790 1.16413
H 1.84573 2.63584 3.58786
H -1.03419 -3.93596 -2.45894
H -0.92467 -2.16345 -2.44272
H -2.50573 -2.98967 -2.25363
H -2.97492 -3.74082 0.46489
H -1.50113 -4.58373 1.02584
H -2.25034 -5.03126 -0.51588
H 0.76675 1.35340 0.47904
H -0.54383 1.41585 -0.66371
H -1.07803 3.16944 0.58288
H -1.80523 2.08210 1.59340
H -3.45046 1.29032 2.09934
H -3.42049 -0.36894 2.72134
H -5.35836 0.76475 0.63663
H -5.76107 0.33981 2.31114
H -5.31390 -0.91416 1.11216
H -2.16660 0.81190 -1.57809
H -3.57687 1.45249 -0.79560
H -4.87521 0.23487 -2.27065
H -3.42004 -0.57129 -2.91280
H -4.26649 -1.24443 -1.53225
C 4.12063 3.80641 -2.18971
C 3.99625 2.33699 -2.61844
C 2.54360 1.91022 -2.38349
S 1.56524 3.40616 -2.54954
O 0.99262 3.72131 -1.26593
O 0.74431 3.34856 -3.73568
C 2.93185 4.53694 -2.81074
H 5.06630 4.24656 -2.50645
H 4.06390 3.87286 -1.10106
H 4.24870 2.24578 -3.67809
H 4.67577 1.69561 -2.05893
H 2.18405 1.18681 -3.11073
H 2.38743 1.52934 -1.36934
H 2.69612 5.48739 -2.33838
H 3.04967 4.66810 -3.88660
```

***

Formula: C45H48IN5O3SiZn
Source: the OMol25 dataset
Level of theory: wB97M-V/def2-TZVPD

The LUMO energy is -0.4 eV. Its energy above the lowest of the compared OMol25 structures with the same formula, charge and spin is 58.7 kJ/mol. The calculation puts the highest occupied orbital energy at -6.71 eV. The HOMO-LUMO gap is 6.306 eV.

Geometry as XYZ:
```
104
C45H48IN5O3SiZn, DFT wB97M-V/def2-TZVPD
Zn 0.45751 0.36700 -0.94414
O 6.48894 -2.90420 0.76643
C 6.33268 -1.52952 1.05553
C 4.95479 -1.08251 0.65726
C 4.53682 0.21168 0.94714
C 3.27567 0.61325 0.55504
N 2.42987 -0.20110 -0.07638
C 2.82171 -1.44386 -0.35616
C 4.07997 -1.92117 -0.01254
C 1.83085 -2.28853 -1.08017
C 1.89718 -3.67090 -1.08335
C 0.92730 -4.39912 -1.76333
C 0.96896 -5.90628 -1.74268
O 2.26300 -6.42055 -2.00761
C -0.07223 -3.70499 -2.42435
C -0.08058 -2.32221 -2.35672
N 0.84772 -1.63161 -1.70718
H 7.40719 -3.15046 0.90204
H 7.06575 -0.92323 0.51159
H 6.46680 -1.33126 2.12490
H 5.18324 0.90664 1.46791
H 2.91441 1.61643 0.74832
H 4.39484 -2.92096 -0.26923
H 2.67792 -4.19310 -0.54829
H 0.22362 -6.30897 -2.43521
H 0.71334 -6.25841 -0.74195
H 2.51499 -6.17278 -2.90296
H -0.85643 -4.22413 -2.95913
H -0.86830 -1.74615 -2.82774
I -6.15719 1.90853 -0.55417
C -4.16405 2.12674 -1.01441
C -3.36641 3.21926 -0.77112
N -2.12914 2.87148 -1.17310
N -2.06888 1.62283 -1.64325
C -3.30345 1.15806 -1.56136
H -3.58679 4.18152 -0.34254
H -1.26674 3.38634 -1.06290
H -3.53261 0.15045 -1.86807
O -0.74084 -0.39911 0.28301
Si -1.83962 -1.09632 1.19286
C -3.11240 0.11806 1.85680
C -4.23614 -0.30236 2.57571
C -5.15590 0.60756 3.07311
C -4.97149 1.96800 2.85769
C -3.86943 2.40644 2.14067
C -2.95369 1.48631 1.64421
C -0.95901 -1.96977 2.61576
C -1.60013 -2.84198 3.49855
C -0.90292 -3.48614 4.51069
C 0.46213 -3.27427 4.65810
C 1.12128 -2.41522 3.79097
C 0.41287 -1.77199 2.78320
C -2.79824 -2.44649 0.28109
C -4.04229 -2.20776 -0.30896
C -4.69446 -3.18692 -1.04761
C -4.11421 -4.43806 -1.20418
C -2.88633 -4.70520 -0.61314
C -2.24152 -3.71830 0.12046
H -4.40508 -1.36192 2.74066
H -6.02188 0.26025 3.62309
H -5.69022 2.68062 3.24290
H -3.72299 3.46590 1.96208
H -2.10601 1.83120 1.06292
H -2.66249 -3.03565 3.38941
H -1.42157 -4.15799 5.18368
H 1.00779 -3.77752 5.44673
H 2.18616 -2.24507 3.90158
H 0.92493 -1.09687 2.10595
H -4.51663 -1.23994 -0.18077
H -5.65863 -2.97591 -1.49428
H -4.62316 -5.20658 -1.77291
H -2.43889 -5.68760 -0.71589
H -1.28818 -3.94282 0.59029
C 2.10481 6.76764 -0.30795
C 1.60963 5.38345 0.02530
C 1.24470 5.06318 1.32601
C 0.77140 3.78372 1.61216
C 0.38788 3.39997 3.01789
C 0.66571 2.85475 0.59241
C 1.05720 3.12010 -0.74875
C 1.52213 4.43492 -0.98782
N 0.94412 2.10818 -1.66263
C 1.16579 2.29846 -3.10216
C 0.30695 3.42095 -3.70760
C 2.65565 2.48676 -3.43620
C 0.71869 1.00374 -3.78583
H 2.24243 7.36405 0.59334
H 1.39523 7.29061 -0.95254
H 3.05764 6.72716 -0.83876
H 1.32251 5.80445 2.11299
H 0.46094 4.25416 3.69053
H 1.04452 2.61386 3.39803
H -0.62980 3.01023 3.06491
H 0.27337 1.86957 0.84015
H 1.84101 4.73396 -1.97257
H 0.52401 4.40632 -3.30175
H -0.74871 3.20212 -3.54006
H 0.47413 3.46377 -4.78628
H 3.07663 3.38468 -2.99275
H 2.80423 2.54169 -4.51761
H 3.22229 1.63353 -3.05540
H -0.32420 0.79266 -3.53107
H 1.34983 0.16707 -3.47608
H 0.79619 1.09354 -4.87049
```

***

Formula: C21H33BF5NO2
Source: the OMol25 dataset
Level of theory: wB97M-V/def2-TZVPD

The LUMO energy is -0.5 eV. The calculation puts the highest occupied orbital energy at -6.48 eV. The HOMO-LUMO gap is 6.013 eV.

Geometry as XYZ:
```
63
C21H33BF5NO2, DFT wB97M-V/def2-TZVPD
F 2.55739 -0.34698 -0.04892
C 3.37303 -0.52929 0.99461
F 2.70843 -1.23953 1.89665
F 4.38884 -1.27347 0.56718
C 3.81905 0.82796 1.55879
F 4.71519 0.58521 2.53716
F 4.49544 1.42567 0.54909
C 2.61727 1.64205 2.00130
C 2.11240 1.40789 3.44187
O 1.10131 2.37742 3.50634
B 1.44645 3.48506 2.56329
C 0.39706 3.68748 1.30634
C -0.76901 4.61563 1.63574
C -1.78939 3.98683 2.59674
C -2.19931 2.58304 2.25795
C -2.21934 1.59281 3.24803
C -2.63523 0.29032 2.97660
C -3.06334 -0.05367 1.69884
C -3.04310 0.92778 0.70502
C -2.61121 2.22205 0.97589
O 2.78751 2.99066 1.96576
H 1.77325 1.26392 1.39836
H 1.71198 0.41937 3.66243
H 2.91253 1.68925 4.13316
H 1.71161 4.52915 3.14538
H 0.99451 4.16029 0.52368
H 0.05324 2.74000 0.88659
H -0.35049 5.48715 2.13583
H -1.26164 4.99611 0.73482
H -2.69102 4.60390 2.59880
H -1.39579 4.01628 3.60915
H -1.89130 1.85788 4.24067
H -2.63970 -0.43159 3.77972
H -3.41295 -1.05745 1.50276
H -3.40261 0.66527 -0.28176
H -2.61387 2.96376 0.18913
C 1.10600 -3.45649 -4.58272
C 1.09968 -2.05301 -3.97643
C 1.05442 -1.95965 -2.45988
N -0.26527 -2.22333 -1.77094
C -0.08272 -1.78571 -0.34871
C -1.41336 -1.46139 -2.38704
C -2.06710 -2.42547 -3.35998
C -1.93235 -3.78576 -2.67118
C -0.67647 -3.68568 -1.79999
H 0.21270 -4.03351 -4.34364
H 1.15433 -3.38974 -5.66892
H 1.97701 -4.02081 -4.24686
H 0.31755 -1.44296 -4.42989
H 2.03441 -1.56807 -4.26516
H 1.32746 -0.94563 -2.16950
H 1.77289 -2.63921 -2.00156
H 0.13886 -0.72173 -0.34178
H 0.74509 -2.34571 0.07867
H -0.99659 -1.97559 0.20737
H -2.09666 -1.21084 -1.57973
H -1.03464 -0.54389 -2.83116
H -1.56161 -2.42583 -4.32430
H -3.10549 -2.15996 -3.54746
H -1.86778 -4.60179 -3.38853
H -2.80189 -3.98440 -2.04555
H 0.16184 -4.27379 -2.15965
H -0.88747 -3.98831 -0.77847
```

***

Formula: C2H5N3O
Source: the OMol25 dataset
Level of theory: wB97M-V/def2-TZVPD

The LUMO energy (spin up / spin down) is 0.5 / 0.6 eV. Its energy above the lowest of the compared OMol25 structures with the same formula, charge and spin is 422.1 kJ/mol. The calculation puts the highest occupied orbital energy (spin up / spin down) at -6.67 / -7.11 eV. The HOMO-LUMO gap (spin up / spin down) is 7.152 / 7.671 eV.

Geometry as XYZ:
```
11
C2H5N3O, DFT wB97M-V/def2-TZVPD
C -1.92274 -0.17904 -0.12616
C 2.38203 -0.59295 -0.06459
N 0.21426 0.42977 0.23316
N 0.92367 -0.47214 -0.03591
N -2.37471 1.04745 0.06468
O -2.25086 -1.29736 -0.20443
H 2.81706 -0.71878 -1.05248
H 2.54276 -1.50094 0.44684
H 2.76104 0.30668 0.34338
H -1.65187 1.65391 0.22424
H -3.44064 1.32342 0.17128
```

***

Formula: C5H14N2
Source: the OMol25 dataset
Level of theory: wB97M-V/def2-TZVPD

The LUMO energy is 1.1 eV. Its energy above the lowest of the compared OMol25 structures with the same formula, charge and spin is 123.0 kJ/mol. Its SMILES is NCCCCCN. The calculation puts the highest occupied orbital energy at -9.11 eV. The HOMO-LUMO gap is 10.182 eV.

Geometry as XYZ:
```
21
C5H14N2, DFT wB97M-V/def2-TZVPD
C -0.86305 -1.00652 -1.97995
C -0.96124 -0.80084 -0.46969
C 0.37811 -0.52694 0.25685
C 0.65101 0.92166 0.46714
C -0.10635 1.52141 1.71774
N 0.76969 2.07136 2.74136
N 0.26747 -1.72649 -2.55623
H -0.82959 0.01138 -2.42583
H -1.82095 -1.24561 -2.46303
H -1.64953 0.03132 -0.32747
H -1.39282 -1.70318 -0.02402
H 0.48362 -1.14069 1.17061
H 1.15271 -1.06848 -0.28341
H 0.34733 1.48202 -0.42257
H 1.69869 1.14831 0.66923
H -0.74631 0.74124 2.15108
H -0.87827 2.21270 1.36937
H 1.21549 1.29787 3.21533
H 1.53944 2.53694 2.26787
H -0.05510 -2.47284 -3.17120
H 0.79967 -2.28461 -1.90320
```

***

Formula: C14H46N6O9
Source: the OMol25 dataset
Level of theory: wB97M-V/def2-TZVPD

The LUMO energy is 0.4 eV. Its energy above the lowest of the compared OMol25 structures with the same formula, charge and spin is 245.9 kJ/mol. Its SMILES is NC(N)=O.NC(N)=O.NC(N)=O.CCO.CCO.CCO.CCO.CCO.CO. The calculation puts the highest occupied orbital energy at -8.90 eV. The HOMO-LUMO gap is 9.350 eV.

Geometry as XYZ:
```
75
C14H46N6O9, DFT wB97M-V/def2-TZVPD
C -1.89108 2.92385 -1.27676
C -1.60084 2.81461 0.21658
O -1.85955 1.54893 0.60824
H -2.93311 2.82693 -1.58848
H -1.35152 2.19549 -1.89991
H -1.42337 3.89444 -1.62384
H -2.27485 3.44790 0.79985
H -0.56503 2.97878 0.47476
H -1.70410 1.57627 1.51643
C 1.57620 -2.54472 -2.15854
C 3.05965 -2.15899 -2.58642
O 3.95689 -3.06325 -1.89727
H 1.42916 -2.62811 -1.11797
H 1.25698 -3.50537 -2.56541
H 0.90881 -1.83631 -2.51504
H 3.35941 -1.13501 -2.43557
H 3.20209 -2.32193 -3.63248
H 3.76106 -3.92204 -2.13457
C -1.73073 -0.88430 -3.58349
C -3.09016 -0.92264 -2.96413
O -3.85637 -0.10397 -3.73132
H -1.17215 -1.68109 -3.08109
H -1.30672 -0.00261 -3.26109
H -1.79253 -1.16876 -4.67746
H -3.03261 -0.63482 -1.89416
H -3.62996 -1.87257 -3.02825
H -3.90332 -0.43379 -4.57957
C 0.93466 3.08166 2.80448
C 1.67006 2.72484 4.07726
O 2.99534 2.39655 3.78212
H -0.12864 2.87131 2.89935
H 1.18737 2.30941 2.07324
H 1.06968 4.11899 2.45432
H 1.12247 1.91053 4.45575
H 1.61501 3.47098 4.86007
H 3.34551 2.00902 4.62061
C 3.83200 3.16088 0.50463
C 4.12426 1.74849 -0.03704
O 5.51606 1.65084 -0.10669
H 4.20497 3.97572 -0.14901
H 4.09183 3.24815 1.58147
H 2.78450 3.22961 0.53620
H 3.60752 1.55707 -0.94835
H 3.77802 1.03552 0.63600
H 5.68593 0.70953 -0.16653
C 0.96210 -0.67188 2.21010
O -0.25964 -0.01436 2.55920
N 1.17084 -1.84616 1.72432
N 2.09941 -0.00858 2.42429
H 0.31378 -2.35242 1.25629
H 1.97664 -2.09950 1.18701
H 2.05697 1.02727 2.66211
H 2.99714 -0.49095 2.24369
C -1.32867 -3.69727 -0.01809
O -0.60285 -4.11887 -1.08087
N -2.10350 -4.37311 0.74271
N -1.18357 -2.46663 0.37139
H -2.14690 -5.43645 0.55235
H -2.55155 -4.01686 1.59724
H -0.74881 -1.77871 -0.30126
H -1.78306 -1.99017 0.99818
C -4.26012 -1.07615 1.06538
O -3.30946 -1.36733 1.96031
N -4.24329 -0.07043 0.29131
N -5.35573 -1.73729 0.79669
H -3.40486 0.52214 0.22723
H -4.96185 0.20988 -0.49152
H -5.61202 -2.57958 1.29395
H -6.12207 -1.37754 0.17841
C 0.93527 0.59792 -0.63158
O -0.21200 -0.21466 -0.80818
H 1.87357 -0.03787 -0.48882
H 0.86242 1.18744 0.33554
H 1.05185 1.32567 -1.49208
H -0.93885 0.35640 -0.62623
```